ORCA calculation (ωB97M-V/def2-TZVPD) on a structure of composition C48H110B4Cl2F16N6OTl at a distorted geometry.

Cartesian coordinates (Å):
Tl 0.386311 -0.702042 0.435357
C -4.212942 1.041525 7.971261
C -4.412875 0.183942 6.760676
N -3.638663 0.660587 5.503752
C -4.090469 2.085694 5.226031
C -2.056419 0.854250 5.602877
C -1.375551 -0.383660 6.256642
C -3.923440 -0.254186 4.266070
C -5.422055 -0.439348 3.904226
O -5.966192 0.776022 3.423278
C -7.311740 0.654471 2.893327
H -3.206423 1.274919 8.318459
H -4.672310 0.497706 8.796697
H -4.779078 1.960028 7.816571
H -5.484976 0.223993 6.568067
H -4.078129 -0.826609 6.994838
H -5.174227 2.010694 5.315257
H -3.878473 2.235650 4.167420
H -3.787248 2.741074 6.042507
H -1.928031 1.684176 6.297746
H -1.682809 1.189750 4.635428
H -0.326887 -0.189137 6.481517
H -1.427131 -1.150675 5.483907
H -1.904440 -0.780377 7.123241
H -3.458127 -1.215806 4.482557
H -3.426400 0.240932 3.431853
H -5.963643 -0.967997 4.688647
H -5.450033 -1.116588 3.050613
H -7.615524 1.661328 2.606867
H -8.053112 0.395917 3.649375
H -7.364186 -0.138785 2.147612
C -3.470477 0.271220 -5.477609
C -4.359499 1.129125 -4.463598
C -4.444618 0.478983 -3.017441
N -5.044357 1.477621 -2.010046
C -6.412333 1.783826 -2.507540
C -5.061061 0.828382 -0.600204
C -5.394732 1.973970 0.337504
C -4.773130 3.202599 -0.371432
C -4.223672 2.674612 -1.664852
H -3.497933 0.877142 -6.383265
H -3.963420 -0.682447 -5.666370
H -2.415188 0.229662 -5.207918
H -5.381383 1.198321 -4.836503
H -4.118850 2.191978 -4.440778
H -3.423410 0.215347 -2.742219
H -4.799980 -0.542458 -2.881478
H -7.019193 0.903904 -2.720995
H -6.478326 2.659683 -3.152992
H -6.951714 2.201830 -1.657571
H -5.664617 -0.075324 -0.515752
H -4.009816 0.650984 -0.373253
H -6.473232 2.069985 0.462903
H -4.970183 1.614897 1.275016
H -5.434563 4.047555 -0.562939
H -4.052050 3.738098 0.246129
H -4.235474 3.464460 -2.415926
H -3.198569 2.345732 -1.494288
C 2.637748 -5.563717 -3.450945
C 1.438062 -4.674463 -3.950980
C 0.298871 -5.493127 -4.571276
N -0.967335 -4.701805 -4.972449
C -1.591342 -4.258609 -3.686457
C -1.939212 -5.399224 -5.995027
C -2.534389 -4.422519 -6.995266
C -1.950361 -3.072249 -6.571582
C -0.658541 -3.387498 -5.803060
H 2.339927 -6.254426 -2.662059
H 3.334668 -4.914577 -2.920823
H 3.145618 -6.178196 -4.194297
H 1.831515 -4.017106 -4.726346
H 1.188230 -3.850497 -3.282584
H -0.027588 -6.363155 -4.001562
H 0.571416 -5.820372 -5.574642
H -0.891367 -3.679817 -3.083845
H -1.945105 -5.135575 -3.144355
H -2.439045 -3.593241 -3.850141
H -2.691028 -5.807100 -5.319377
H -1.572411 -6.293257 -6.499286
H -3.622857 -4.430556 -6.938187
H -2.382099 -4.628846 -8.054675
H -2.667872 -2.673701 -5.854347
H -1.894988 -2.437839 -7.456201
H -0.171396 -2.615755 -5.207074
H 0.119487 -3.820599 -6.431716
C -1.004898 7.214834 5.962180
C -0.278092 6.175109 5.148309
C 0.993434 5.544503 5.721231
N 1.541960 4.347628 4.995971
C 0.531842 3.141299 5.163362
C 2.984593 3.927523 5.424950
C 3.509736 2.997948 4.285101
C 2.628676 3.258000 3.074566
C 1.758699 4.406031 3.458682
H -1.300868 6.728656 6.891774
H -1.851923 7.585882 5.385150
H -0.379245 8.057400 6.256677
H -0.118853 6.344788 4.083431
H -0.965401 5.333676 5.060649
H 0.841534 5.248170 6.759113
H 1.801454 6.275561 5.748680
H -0.353390 3.495643 4.635236
H 0.325858 3.059810 6.230608
H 0.997194 2.246185 4.750648
H 2.922039 3.499149 6.425290
H 3.619609 4.799653 5.580708
H 3.390614 1.935708 4.498561
H 4.547973 2.976610 3.953892
H 1.996274 2.442722 2.723147
H 3.250136 3.399801 2.190386
H 0.790206 4.388393 2.958865
H 2.218581 5.361635 3.206840
C -0.132133 2.105081 -7.650648
C 0.484201 1.675126 -6.363303
C 2.026882 1.641120 -6.502017
N 2.770680 1.077395 -5.250895
C 2.595723 2.222881 -4.169525
C 2.442229 -0.313805 -4.805617
C 3.665912 -1.006701 -4.355861
C 4.697111 -0.511957 -5.338366
C 4.323031 0.960220 -5.542873
H -0.131429 1.312833 -8.399270
H 0.252599 2.941969 -8.233486
H -1.160516 2.345927 -7.381347
H -0.066594 0.743960 -6.230388
H 0.127057 2.374786 -5.607647
H 2.400403 2.553475 -6.966985
H 2.147238 0.870913 -7.263864
H 3.312387 2.063025 -3.363961
H 1.554303 2.018019 -3.921381
H 2.733469 3.247187 -4.515817
H 1.759617 -0.275537 -3.956682
H 2.078943 -0.908648 -5.643636
H 3.815185 -0.722443 -3.314226
H 3.481080 -2.080764 -4.337609
H 5.719473 -0.734452 -5.032786
H 4.575443 -1.181600 -6.189761
H 4.721187 1.640965 -4.790437
H 4.485395 1.343451 -6.550282
C 4.902725 -2.535785 4.692020
C 5.588047 -1.581072 3.711088
C 5.458410 -2.007026 2.240956
N 6.212268 -1.246521 1.149681
C 6.153844 0.256081 1.508540
C 5.674741 -1.413049 -0.266020
C 6.237630 -2.840060 -0.666465
C 7.531969 -3.084261 0.131745
C 7.645083 -1.865223 1.064420
H 3.840375 -2.564329 4.449711
H 5.142853 -2.261375 5.719223
H 5.340013 -3.523153 4.543790
H 6.658528 -1.536634 3.911587
H 5.393150 -0.510314 3.770946
H 4.450425 -1.716640 1.944730
H 5.719928 -3.058485 2.122038
H 6.634941 0.393185 2.476963
H 5.125806 0.607381 1.420051
H 6.733590 0.698006 0.698166
H 6.224263 -0.699975 -0.880542
H 4.590220 -1.311399 -0.226159
H 6.446961 -2.874603 -1.735610
H 5.473668 -3.613048 -0.583106
H 8.455570 -3.264082 -0.418471
H 7.631204 -3.993405 0.724786
H 8.190427 -1.027088 0.630571
H 7.861180 -1.990444 2.125425
Cl 3.090941 1.181304 -0.517527
Cl -1.430356 2.245061 1.190391
B 2.051645 -3.676394 -0.033376
F 1.881925 -3.233597 1.257415
F 2.901697 -4.670446 -0.004275
F 0.864489 -4.073087 -0.617696
F 2.459819 -2.591824 -0.820714
B -0.653971 -0.696217 -2.492945
F -0.900730 -0.654854 -3.832574
F -0.288695 0.583682 -2.037214
F -1.661551 -1.228832 -1.699136
F 0.495640 -1.470931 -2.293043
B -2.254989 -2.255099 1.639165
F -1.496261 -3.121559 0.920538
F -2.582721 -1.252244 0.731235
F -3.313038 -2.947640 2.141714
F -1.487030 -1.656551 2.557735
B 1.184573 -0.621496 3.724769
F 2.103456 -0.979458 2.781869
F 0.336720 0.295534 3.088713
F 0.425039 -1.655434 4.046485
F 1.877352 -0.200645 4.812370

Atoms 1-3, force components in eV/Å:
Tl 0.13 0.20 0.62
C -0.31 0.57 0.51
C 1.61 -0.36 -0.33

Highest occupied orbital energy ... -15.151 eV
Frontier orbital gap ... 4.14 eV
Energy ... -138466.1332 eV
Charge ... +3

***

ORCA calculation (ωB97M-V/def2-TZVPD) on a cluster of 10 separate species, C48H113N3O10 in total at a distorted geometry.

Cartesian coordinates (Å):
C -4.593806 4.352997 3.590186
C -4.979764 3.235394 2.622050
C -6.254988 3.691717 1.986234
C -3.854597 3.104967 1.534224
C -2.582706 2.384572 1.912348
C -2.842961 1.069135 2.610876
C -3.908266 1.152638 3.755783
C -4.408529 -0.294893 3.926742
C -3.228211 1.697222 5.022675
N -5.076317 1.961963 3.329961
O -6.128750 1.882736 4.251168
H -5.190479 4.185871 4.486929
H -3.552510 4.418843 3.905560
H -4.834403 5.378354 3.309371
H -6.181499 4.772977 1.869705
H -6.343981 3.098564 1.076099
H -7.099623 3.399742 2.610294
H -4.324949 2.696218 0.639917
H -3.546956 4.098171 1.207091
H -1.899064 2.108540 1.109514
H -1.984537 2.997645 2.586479
H -1.917482 0.639184 2.993923
H -3.125683 0.354438 1.837970
H -5.346876 -0.425861 4.465684
H -3.748449 -0.834801 4.605626
H -4.835592 -0.668360 2.996024
H -3.686700 2.586187 5.455851
H -2.247960 2.129219 4.821197
H -2.956006 0.912306 5.728295
H -6.786186 1.435774 3.713023
C 1.119481 -0.505941 7.012550
C 1.189584 -0.967740 5.585097
C 1.260718 0.267023 4.695149
C 2.531313 -1.787290 5.470932
C 2.588263 -2.546105 4.147982
C 1.434169 -3.450411 3.950339
C 0.090784 -2.746357 4.206903
C -0.303546 -1.840170 2.873646
C -0.872650 -3.957852 4.295654
N 0.041049 -1.921580 5.355881
O -1.254658 -1.371290 5.633483
H 1.062029 -1.362230 7.684541
H 0.219854 0.064129 7.244453
H 2.013759 -0.033646 7.419139
H 1.774224 0.082621 3.751537
H 1.848657 1.005096 5.240760
H 0.240863 0.649579 4.654803
H 3.393848 -1.129463 5.577723
H 2.500107 -2.554196 6.244868
H 3.490346 -3.157028 4.181418
H 2.824051 -1.946732 3.268629
H 1.546821 -4.369545 4.525325
H 1.624890 -3.637690 2.893620
H 0.548545 -1.703945 2.207690
H -1.210547 -2.172769 2.368844
H -0.525512 -0.825649 3.204678
H -0.613755 -4.742114 3.584307
H -0.906999 -4.366469 5.305578
H -1.924734 -3.709956 4.155069
H -1.410060 -1.811443 6.472360
C 3.705259 4.585147 1.280973
C 2.731351 4.108982 0.145370
C 1.314030 3.812251 0.666911
C 2.560244 5.279617 -0.922307
C 3.813422 5.658233 -1.844365
C 4.025900 4.368242 -2.533670
C 4.338150 3.122075 -1.654565
C 4.388512 1.872238 -2.617940
C 5.686425 3.401360 -1.035291
N 3.259641 2.957731 -0.644643
O 3.321756 1.738783 0.143221
H 3.749892 3.780309 2.014689
H 4.714085 4.676721 0.878508
H 3.353884 5.536574 1.680235
H 0.957611 4.592036 1.339966
H 0.603156 3.679682 -0.148675
H 1.366344 2.935555 1.312477
H 1.684452 5.013542 -1.514158
H 2.264889 6.182485 -0.387801
H 3.547642 6.446544 -2.548658
H 4.639676 6.064428 -1.260909
H 4.793942 4.420822 -3.305325
H 3.141151 4.164602 -3.136876
H 5.151287 2.059549 -3.373710
H 3.508566 1.903647 -3.260421
H 4.606316 0.974145 -2.039930
H 5.953508 2.808543 -0.160450
H 5.924361 4.432016 -0.772172
H 6.468940 2.979826 -1.666230
H 2.640628 1.150110 -0.190139
C -0.582415 -0.094401 -0.389211
C 0.389281 -1.087624 -1.081184
C 0.468574 -0.855421 -2.622497
O 1.711680 -0.961262 -0.569927
H -0.293913 0.947894 -0.525205
H -0.658165 -0.365937 0.663704
H -1.561567 -0.170528 -0.862028
H 0.061727 -2.117442 -0.938754
H 0.612099 0.217044 -2.754081
H -0.438022 -1.163829 -3.143141
H 1.299529 -1.362911 -3.112454
H 2.276358 -1.486485 -1.141664
C -2.727108 -4.158164 -2.950677
C -3.804479 -3.421331 -3.785936
C -4.931345 -4.322051 -4.261047
O -4.420053 -2.373534 -2.968623
H -2.557229 -5.161113 -3.342241
H -3.147841 -4.437975 -1.984874
H -1.739355 -3.714402 -2.826089
H -3.287836 -3.005739 -4.651077
H -5.878054 -3.781870 -4.254147
H -5.150648 -5.147438 -3.583736
H -4.690972 -4.655796 -5.270472
H -3.730811 -1.715723 -2.851038
C 4.257800 -4.634158 -1.580974
C 3.817529 -3.478829 -0.741115
C 4.847023 -3.218565 0.290428
O 3.720550 -2.376086 -1.635093
H 5.325170 -4.553051 -1.786449
H 3.654206 -4.753915 -2.480661
H 4.117132 -5.608200 -1.112408
H 2.800464 -3.676772 -0.402721
H 4.517067 -2.614466 1.135590
H 5.900253 -3.172796 0.013474
H 4.948050 -4.170136 0.812352
H 4.608498 -2.187492 -1.947461
C -1.870828 4.226256 -4.773611
C -0.944175 2.982150 -5.001995
C 0.009678 2.995965 -3.782178
O -1.620288 1.756530 -5.030995
H -2.271970 4.430540 -3.780912
H -2.680825 4.106826 -5.493164
H -1.409076 5.154000 -5.111509
H -0.391332 3.119605 -5.931283
H 0.809136 2.275331 -3.954416
H -0.596243 2.927694 -2.878687
H 0.423667 3.999463 -3.683669
H -1.203921 1.278224 -5.751738
C -0.146403 -5.427872 -0.892994
C 0.623728 -5.733339 0.422612
C -0.243356 -6.483351 1.535034
O 1.685087 -6.554767 0.018801
H -0.927991 -4.670753 -0.829819
H -0.515315 -6.303523 -1.427071
H 0.620983 -4.944195 -1.497372
H 1.140052 -4.825532 0.734695
H 0.255998 -6.743587 2.468326
H -0.868144 -7.264116 1.101287
H -1.055478 -5.816639 1.824953
H 2.315289 -6.547878 0.742948
C 4.362415 -2.106291 -5.495828
C 3.465166 -0.918163 -5.200803
C 4.208487 0.331267 -5.632024
O 2.219924 -1.067021 -5.833584
H 4.548954 -2.151629 -6.568793
H 3.876680 -3.046433 -5.234488
H 5.270617 -1.965802 -4.909697
H 3.349374 -0.845327 -4.119421
H 3.536676 1.152218 -5.381363
H 4.348510 0.405432 -6.710442
H 5.180086 0.582759 -5.206768
H 1.849931 -1.908292 -5.556150
C -5.008725 0.370168 -1.345972
C -4.508025 1.205839 -2.561355
C -3.910543 2.662593 -2.332264
O -3.479632 0.499577 -3.122205
H -5.758847 0.791439 -0.676689
H -4.168637 0.311755 -0.653917
H -5.430137 -0.598765 -1.613720
H -5.317535 1.348183 -3.277265
H -2.849865 2.729662 -2.090240
H -4.436322 3.136859 -1.503575
H -4.222091 3.223654 -3.213321
H -3.065986 1.081693 -3.763794

Atoms 1-3, force components in eV/Å:
C 0.10 0.58 1.41
C 2.65 0.82 0.84
C -0.37 -1.23 -0.22

Highest occupied orbital energy ... -7.904 eV
Energy above the lowest of the compared OMol25 structures with the same formula, charge and spin ... 105.9 kcal per mole
Frontier orbital gap ... 8.31 eV
Energy ... -76546.1502 eV